{"formula": "C4H12N3", "method": "ωB97M-V/def2-TZVPD", "charge": 1, "de_lowest_kj_mol": 9.0, "e_homo_ev": -14.77, "species": ["C", "C", "C", "N", "C", "N", "N", "H", "H", "H", "H", "H", "H", "H", "H", "H", "H", "H", "H"], "xyz": [[2.77, 0.48, 0.31], [1.50, -0.37, 0.39], [0.31, 0.53, 0.73], [-1.00, -0.16, 0.64], [-1.80, -0.22, -0.41], [-1.54, 0.48, -1.52], [-2.89, -0.99, -0.36], [2.68, 1.20, -0.46], [3.62, -0.14, 0.06], [2.98, 0.97, 1.26], [1.31, -0.91, -0.54], [1.65, -1.13, 1.16], [0.41, 0.81, 1.78], [0.28, 1.42, 0.12], [-0.97, -0.97, 1.25], [-2.30, 0.91, -2.02], [-0.66, 0.95, -1.62], [-2.99, -1.58, 0.42], [-3.37, -1.28, -1.20]]}

{"formula": "C4H12N3", "method": "ωB97M-V/def2-TZVPD", "charge": 1, "de_lowest_kj_mol": 189.1, "e_homo_ev": -12.91, "species": ["C", "C", "C", "C", "N", "N", "N", "H", "H", "H", "H", "H", "H", "H", "H", "H", "H", "H", "H"], "xyz": [[-1.87, -0.06, 0.69], [-0.43, -0.50, 1.04], [0.63, -0.13, 0.04], [0.50, -0.46, -1.24], [1.71, -0.42, -2.06], [1.90, 0.33, 0.46], [-2.03, 1.35, 0.96], [-2.07, -0.34, -0.35], [-2.49, -0.77, 1.26], [-0.19, 0.05, 1.95], [-0.38, -1.54, 1.38], [-0.41, -0.76, -1.72], [2.42, 0.10, -1.51], [1.59, 0.04, -2.96], [2.07, -1.36, -2.22], [2.26, 0.00, 1.34], [1.92, 1.34, 0.52], [-2.27, 1.47, 1.94], [-2.88, 1.67, 0.50]]}

{"formula": "C4H12N3", "method": "ωB97M-V/def2-TZVPD", "charge": 2, "de_lowest_kj_mol": 208.3, "multiplicity": 2, "e_homo_ev": [-18.32, -19.95], "species": ["C", "C", "C", "C", "N", "N", "N", "H", "H", "H", "H", "H", "H", "H", "H", "H", "H", "H", "H"], "xyz": [[0.89, -1.01, -1.54], [-0.59, -0.70, -0.98], [-0.63, 0.00, 0.38], [-1.50, -0.41, 1.39], [-1.41, 0.18, 2.66], [0.12, 1.25, 0.54], [1.72, 0.24, -1.21], [0.77, -0.85, -2.73], [1.34, -1.97, -1.40], [-1.09, -1.62, -1.19], [-0.94, -0.09, -1.77], [-1.97, -1.33, 1.55], [-0.77, 0.93, 2.91], [-2.10, 0.34, 3.37], [-0.18, 2.01, -0.07], [1.50, 0.58, -0.29], [0.24, 1.57, 1.48], [2.72, 0.06, -1.02], [1.88, 0.82, -2.06]]}

{"formula": "C4H12N3O", "method": "ωB97M-V/def2-TZVPD", "charge": 1, "de_lowest_kj_mol": 697.5, "e_homo_ev": -12.66, "species": ["N", "C", "C", "N", "C", "C", "N", "O", "H", "H", "H", "H", "H", "H", "H", "H", "H", "H", "H", "H"], "xyz": [[-3.11, -0.29, 0.54], [-2.33, 0.48, -0.24], [-0.76, -0.21, -0.24], [0.23, 0.77, -0.79], [1.60, 0.14, -0.93], [2.08, -0.62, 0.34], [2.33, 0.42, 1.37], [-0.52, -0.56, 1.02], [-4.00, -0.68, 0.24], [-0.81, -0.99, -0.95], [-2.53, -0.81, 1.20], [-2.69, 0.83, -1.27], [-2.05, 1.29, 0.37], [-0.08, 1.19, -1.71], [1.53, -0.50, -1.81], [2.22, 1.02, -1.19], [2.97, -1.00, -0.08], [1.37, -1.43, 0.45], [3.08, 0.18, 1.94], [1.45, 0.77, 1.73]]}

{"formula": "C4H12N3OPS", "method": "ωB97M-V/def2-TZVPD", "charge": 0, "de_lowest_kj_mol": 254.2, "e_homo_ev": [-7.89, -7.89], "species": ["C", "C", "C", "C", "N", "N", "N", "O", "P", "S", "H", "H", "H", "H", "H", "H", "H", "H", "H", "H", "H", "H"], "xyz": [[2.28, 0.32, 0.07], [2.17, 0.43, 1.50], [1.16, -0.38, 0.84], [-0.54, 0.63, -2.52], [-2.97, -0.29, -0.24], [-1.55, -1.04, 1.79], [-0.60, 0.86, 0.23], [-0.85, -1.85, -0.50], [-1.39, -0.68, 0.20], [-0.38, 1.71, -1.12], [2.01, 1.20, -0.47], [3.13, -0.26, -0.42], [2.91, -0.12, 2.21], [1.88, 1.34, 1.92], [0.90, -1.36, 1.18], [-0.26, 1.05, -3.43], [-1.53, 0.03, -2.58], [0.21, -0.08, -2.21], [-3.48, 0.20, 0.50], [-3.48, -1.06, -0.58], [-1.13, -0.37, 2.37], [-1.39, -2.09, 1.89]]}

{"formula": "C4H12N3Sn", "method": "ωB97M-V/def2-TZVPD", "charge": 1, "de_lowest_kj_mol": 140.7, "e_homo_ev": -12.05, "species": ["C", "Sn", "N", "H", "H", "H", "H", "H", "H", "H", "H", "N", "C", "C", "N", "C", "H", "H", "H", "H"], "xyz": [[2.07, -0.34, -1.38], [0.65, 0.30, -0.01], [-1.03, -0.72, -1.53], [1.09, 1.26, 1.17], [0.99, -1.13, 0.21], [3.06, -0.43, -0.84], [1.93, 0.57, -2.02], [1.72, -1.33, -1.85], [-1.80, -0.10, -1.76], [-1.39, -1.52, -1.00], [-0.61, -1.07, -2.43], [-2.28, 0.21, 3.03], [-3.08, 1.04, 2.24], [-2.49, 0.94, 0.92], [-1.35, 0.06, 1.04], [-1.30, -0.34, 2.30], [-2.43, 0.08, 4.03], [-3.90, 1.62, 2.55], [-2.80, 1.43, 0.06], [-0.58, -0.99, 2.74]]}

{"formula": "C4H12N4", "method": "ωB97M-V/def2-TZVPD", "charge": 0, "de_lowest_kj_mol": 169.7, "e_homo_ev": -7.56, "species": ["C", "N", "C", "N", "H", "H", "H", "H", "H", "H", "C", "C", "N", "N", "H", "H", "H", "H", "H", "H"], "xyz": [[0.34, 1.12, -0.50], [1.45, 1.68, -1.29], [2.08, 2.81, -0.85], [2.67, 3.63, -1.66], [0.53, 0.05, -0.30], [0.22, 1.65, 0.44], [-0.60, 1.18, -1.09], [1.36, 1.64, -2.31], [1.88, 3.04, 0.22], [3.15, 4.32, -1.03], [-1.60, -1.86, 1.36], [-1.04, -2.38, 0.21], [0.39, -2.70, 0.04], [-2.97, -1.57, 1.59], [-0.92, -1.58, 2.17], [-1.63, -2.43, -0.72], [0.54, -3.53, -0.46], [0.80, -2.82, 0.94], [-3.51, -1.29, 0.81], [-3.13, -0.95, 2.41]]}

{"formula": "C4H12N4", "method": "ωB97M-V/def2-TZVPD", "charge": 0, "de_lowest_kj_mol": 304.7, "e_homo_ev": -8.52, "species": ["C", "C", "C", "N", "C", "N", "N", "N", "H", "H", "H", "H", "H", "H", "H", "H", "H", "H", "H", "H"], "xyz": [[0.00, -0.65, 1.44], [0.79, -0.41, -0.78], [-1.69, 0.78, -0.85], [0.47, -1.38, 0.29], [0.00, 0.81, -0.32], [1.02, -0.09, 2.26], [0.43, -0.88, -2.09], [0.59, 1.91, -0.08], [1.25, -2.00, 0.50], [-0.67, -1.26, 2.05], [0.66, 0.25, 3.14], [1.50, 0.67, 1.78], [1.13, -1.51, -2.46], [-0.45, -1.38, -2.06], [-0.01, 2.66, 0.25], [1.84, -0.11, -0.79], [-0.89, 0.19, 0.75], [-2.21, -0.17, -0.69], [-1.55, 0.90, -1.92], [-2.20, 1.65, -0.44]]}

{"formula": "C4H12N4", "method": "ωB97M-V/def2-TZVPD", "charge": 0, "de_lowest_kj_mol": 476.5, "e_homo_ev": -7.01, "species": ["C", "C", "C", "C", "N", "N", "N", "N", "H", "H", "H", "H", "H", "H", "H", "H", "H", "H", "H", "H"], "xyz": [[-0.56, 0.46, 0.07], [0.70, 0.96, 0.74], [1.51, -1.40, -1.20], [0.04, -1.67, -1.06], [-1.83, -1.83, 0.18], [-1.73, 0.83, 0.75], [1.34, 1.98, -0.08], [-0.54, -1.31, 0.06], [-0.65, 0.77, -0.97], [-2.42, -1.65, -0.63], [-2.26, -1.53, 1.04], [-1.76, 0.53, 1.72], [-2.40, 1.42, 0.28], [2.21, 2.30, 0.34], [0.74, 2.78, -0.20], [0.47, 1.31, 1.76], [1.42, 0.17, 0.96], [1.69, -0.53, -1.84], [2.07, -1.31, -0.26], [1.95, -2.27, -1.68]]}

{"formula": "C4H12N4", "method": "ωB97M-V/def2-TZVPD", "charge": 0, "de_lowest_kj_mol": 281.3, "e_homo_ev": -7.61, "species": ["C", "N", "N", "H", "H", "H", "H", "H", "H", "C", "C", "C", "N", "N", "H", "H", "H", "H", "H", "H"], "xyz": [[-0.65, 1.93, -0.27], [0.00, 0.64, -1.10], [-1.80, 1.57, 0.41], [-1.55, 0.39, 0.74], [0.89, 0.89, -1.52], [-0.67, 0.36, -1.81], [-2.61, 1.62, -0.19], [-0.75, 2.71, -1.03], [0.18, 2.15, 0.40], [0.67, -1.83, -0.90], [0.24, -0.65, -0.03], [1.51, -0.26, 1.90], [1.44, -0.13, 0.65], [-0.88, -0.81, 0.74], [-1.45, -1.59, 0.42], [0.94, -2.66, -0.25], [-0.15, -2.14, -1.55], [1.54, -1.57, -1.51], [0.70, -0.73, 2.48], [2.38, 0.13, 2.42]]}

{"formula": "C4H12N4", "method": "ωB97M-V/def2-TZVPD", "charge": 0, "de_lowest_kj_mol": 459.2, "e_homo_ev": -6.29, "species": ["C", "N", "C", "C", "H", "H", "H", "H", "H", "H", "H", "N", "N", "C", "N", "H", "H", "H", "H", "H"], "xyz": [[-1.86, -1.02, 0.29], [-0.52, -0.44, 0.45], [0.70, -1.02, -0.46], [1.33, -2.10, 0.09], [-0.19, -0.55, 1.41], [0.47, -1.05, -1.52], [-1.82, -2.06, 0.62], [-2.58, -0.46, 0.89], [-2.14, -0.98, -0.76], [1.48, -2.17, 1.16], [1.88, -2.78, -0.55], [1.70, 1.43, -1.38], [-0.46, 2.02, 0.99], [-0.24, 1.02, 0.01], [1.13, 0.74, -0.28], [1.01, 1.72, -2.06], [2.19, 2.26, -1.05], [0.22, 2.04, 1.73], [-1.41, 2.21, 1.27], [-0.89, 1.20, -0.86]]}

{"formula": "C4H12N4O", "method": "ωB97M-V/def2-TZVPD", "charge": 0, "de_lowest_kj_mol": 567.7, "e_homo_ev": [-6.08, -6.10], "species": ["C", "N", "C", "C", "H", "H", "H", "H", "H", "H", "H", "C", "N", "N", "O", "N", "H", "H", "H", "H", "H"], "xyz": [[1.02, -1.37, -1.85], [0.64, 1.59, -1.38], [1.12, 0.72, -0.39], [1.29, -0.64, -0.58], [0.22, 2.41, -0.96], [-0.05, 1.14, -1.97], [1.72, 1.22, 0.36], [1.87, -1.17, 0.16], [0.18, -0.95, -2.40], [0.77, -2.42, -1.64], [1.90, -1.36, -2.50], [-0.70, 0.35, 1.05], [-1.50, 1.47, 1.09], [-0.07, 0.14, 2.27], [-1.84, -1.63, 0.98], [-1.05, -0.67, 0.21], [-2.32, -2.09, 0.28], [0.34, -0.78, 2.31], [0.55, 0.90, 2.54], [-2.23, 1.45, 0.40], [-1.86, 1.70, 2.01]]}

| no. | F_max (eV Å⁻¹) |
| --- | --- |
| 1 | 1.3 |
| 2 | 1.9 |
| 3 | 5.5 |
| 4 | 6.8 |
| 5 | 4.3 |
| 6 | 6.1 |
| 7 | 3.2 |
| 8 | 4.5 |
| 9 | 2.2 |
| 10 | 0.9 |
| 11 | 1.1 |
| 12 | 3.2 |